A molecular structure, C48H46ClF5N6O4S4Sn, computed with wB97M-V/def2-TZVPD.

Each line ends with the Mulliken charge.
Cartesian coordinates (Å):
Sn1 2.14 0.98 -0.38  1.188
F1 7.68 5.78 0.53  -0.314
C1 6.46 5.23 0.59  0.699
C2 6.17 4.07 -0.11  -0.233
F2 7.12 3.49 -0.86  -0.315
C3 4.91 3.52 -0.03  -0.227
F3 4.70 2.39 -0.73  -0.192
C4 3.88 4.06 0.74  0.571
S1 2.27 3.38 0.85  -0.564
C5 4.21 5.23 1.43  0.126
F4 3.29 5.84 2.19  -0.324
C6 5.47 5.81 1.37  0.198
F5 5.73 6.93 2.05  -0.301
C7 4.35 0.99 2.47  -1.387
N1 3.28 0.13 1.98  1.631
C8 2.16 0.21 2.92  -1.032
C9 3.71 -1.26 1.84  -0.065
C10 4.84 -1.47 0.84  -1.526
N2 4.48 -1.13 -0.52  1.324
C11 5.65 -0.83 -1.33  -1.250
C12 3.68 -2.17 -1.16  -1.157
H1 4.75 0.61 3.42  0.266
H2 3.95 1.99 2.63  0.407
H3 5.16 1.06 1.75  0.225
H4 2.47 -0.11 3.92  0.440
H5 1.35 -0.42 2.57  -0.097
H6 1.81 1.25 2.97  0.305
H7 2.83 -1.84 1.56  -0.374
H8 4.05 -1.64 2.82  0.377
H9 5.18 -2.52 0.92  0.376
H10 5.69 -0.85 1.13  0.502
H11 6.33 -1.69 -1.42  0.375
H12 6.20 0.00 -0.89  0.315
H13 5.33 -0.54 -2.33  0.265
H14 4.25 -3.11 -1.26  0.374
H15 3.38 -1.83 -2.15  0.419
H16 2.78 -2.36 -0.58  0.100
O1 0.83 1.86 -5.02  -0.781
Cl1 0.84 1.46 -3.65  1.708
O2 -0.50 1.09 -3.22  -0.752
O3 1.72 0.31 -3.47  -0.618
O4 1.33 2.53 -2.80  -0.650
N3 0.08 1.60 0.16  0.055
S2 -1.33 1.79 -0.04  1.678
N4 -2.22 0.61 -0.77  -0.096
S3 -2.66 -0.76 -0.25  1.486
N5 -1.79 -1.72 0.57  -0.098
S4 -0.21 -2.11 0.21  0.661
N6 0.84 -1.13 0.36  0.136
C13 -0.37 -2.84 -1.41  0.110
C14 -1.16 -3.95 -1.66  -0.100
C15 -1.23 -4.43 -2.96  -0.963
C16 -0.51 -3.79 -3.98  -0.848
C17 0.26 -2.68 -3.70  -0.913
C18 0.35 -2.20 -2.40  0.120
C19 -0.07 -3.52 1.30  0.459
C20 0.84 -4.50 0.96  -0.301
C21 1.14 -5.50 1.87  -0.902
C22 0.53 -5.50 3.12  -0.586
C23 -0.36 -4.49 3.46  -0.913
C24 -0.66 -3.49 2.55  -0.327
C25 -3.28 -1.51 -1.74  0.625
C26 -4.18 -2.55 -1.61  -0.960
C27 -4.68 -3.14 -2.76  -0.818
C28 -4.25 -2.70 -4.00  -0.669
C29 -3.32 -1.68 -4.11  -0.655
C30 -2.83 -1.06 -2.97  -0.363
C31 -4.12 -0.62 0.76  0.304
C32 -4.32 -1.43 1.87  -0.135
C33 -5.48 -1.27 2.61  -0.797
C34 -6.42 -0.32 2.24  -0.636
C35 -6.21 0.48 1.13  -0.766
C36 -5.05 0.33 0.38  -0.543
C37 -1.78 3.12 -1.11  0.076
C38 -0.83 4.13 -1.17  -0.593
C39 -1.09 5.24 -1.97  -0.746
C40 -2.28 5.31 -2.68  -0.697
C41 -3.22 4.29 -2.60  -0.728
C42 -2.97 3.18 -1.81  -0.059
C43 -2.22 2.07 1.48  -0.059
C44 -3.20 3.03 1.64  -0.330
C45 -3.81 3.17 2.88  -0.875
C46 -3.43 2.36 3.94  -0.737
C47 -2.43 1.41 3.77  -0.772
C48 -1.81 1.27 2.54  0.008
H17 -1.72 -4.43 -0.87  0.532
H18 -1.84 -5.29 -3.19  0.469
H19 -0.57 -4.17 -4.99  0.417
H20 0.81 -2.17 -4.48  0.562
H21 0.96 -1.34 -2.18  -0.035
H22 1.32 -4.49 -0.02  0.422
H23 1.84 -6.28 1.61  0.438
H24 0.77 -6.28 3.84  0.413
H25 -0.82 -4.48 4.44  0.447
H26 -1.35 -2.70 2.81  0.307
H27 -4.50 -2.88 -0.63  0.567
H28 -5.40 -3.95 -2.68  0.427
H29 -4.63 -3.18 -4.90  0.418
H30 -2.98 -1.36 -5.08  0.552
H31 -2.09 -0.26 -3.03  0.529
H32 -3.57 -2.16 2.13  0.486
H33 -5.65 -1.90 3.48  0.478
H34 -7.32 -0.20 2.83  0.411
H35 -6.94 1.23 0.85  0.472
H36 -4.88 0.95 -0.49  0.121
H37 0.10 4.03 -0.62  0.231
H38 -0.35 6.02 -2.05  0.475
H39 -2.47 6.17 -3.31  0.388
H40 -4.13 4.35 -3.18  0.464
H41 -3.67 2.36 -1.78  0.048
H42 -3.49 3.68 0.82  0.495
H43 -4.57 3.92 3.03  0.461
H44 -3.91 2.47 4.91  0.418
H45 -2.11 0.79 4.60  0.519
H46 -0.99 0.57 2.39  0.301

Results
Largest force on an atom, eV Å⁻¹: 0.68
HOMO energy, eV: -7.16
Total charge: 0
Relative energy (zero: lowest compared OMol25 entry of this formula, charge and spin), kcal/mol: 23.7
Total energy, eV: -142920.757

---

A single C3H5NO2 molecule, computed with wB97M-V/def2-TZVPD.

Each line ends with the natural charge from an NBO analysis.
Cartesian coordinates (Å):
N1 -0.53 -0.50 -1.54  -0.879
C1 0.38 0.28 -1.00  0.505
C2 -0.26 1.12 0.12  -0.143
O1 -0.17 0.30 1.41  -0.331
C3 -0.01 -0.92 1.32  0.353
O2 1.62 0.34 -1.08  -0.711
H1 -0.05 -1.09 -2.23  0.341
H2 0.31 2.02 0.39  0.218
H3 -1.33 1.30 0.02  0.222
H4 0.06 -1.46 2.26  0.182
H5 -0.02 -1.39 0.32  0.244

Results
Largest force on an atom, eV Å⁻¹: 0.49
HOMO energy, eV: -8.41
Total charge: 0
Relative energy (zero: lowest compared OMol25 entry of this formula, charge and spin), kcal/mol: 94.1
Total energy, eV: -8773.615

---

A single C5H5N molecule, computed with wB97M-V/def2-TZVPD.

Each line ends with the natural charge from an NBO analysis.
Cartesian coordinates (Å):
C1 -0.63 -0.23 -1.74  -0.354
C2 0.38 -0.23 -0.85  -0.219
C3 0.14 0.05 0.55  -0.195
C4 1.04 -0.17 1.55  -0.282
C5 -1.12 0.62 0.87  0.268
N1 -2.14 1.15 1.10  -0.299
H1 -1.71 -0.02 -1.50  0.225
H2 -0.31 -0.32 -2.76  0.205
H3 1.47 -0.38 -1.21  0.227
H4 0.78 0.06 2.58  0.213
H5 2.09 -0.53 1.40  0.212

Results
Largest force on an atom, eV Å⁻¹: 2.71
HOMO energy, eV: -9.54
Total charge: 0
Relative energy (zero: lowest compared OMol25 entry of this formula, charge and spin), kcal/mol: 38.8
Total energy, eV: -6754.224
SMILES: C=CC(=C)C#N

---

A molecular structure, C34H39BCsF5N12OSSi, computed with wB97M-V/def2-TZVPD.

Each line ends with the Löwdin spin population.
Cartesian coordinates (Å):
Cs1 -0.41 -0.41 0.89  -0.001
C1 -2.71 2.65 -1.62  0.000
C2 -1.42 2.24 -1.99  0.000
N1 -1.40 0.95 -2.27  0.000
N2 -2.64 0.50 -2.08  0.000
C3 -3.46 1.49 -1.69  0.000
B1 -3.03 -0.97 -2.26  0.000
N3 -1.80 -1.80 -2.66  0.000
C4 -1.50 -2.27 -3.88  0.000
C5 -0.31 -2.95 -3.80  0.000
C6 0.05 -2.83 -2.46  0.000
N4 -0.86 -2.14 -1.78  0.000
N5 -3.56 -1.47 -0.92  0.000
C7 -4.12 -2.66 -0.66  0.000
C8 -4.35 -2.74 0.69  0.000
C9 -3.86 -1.53 1.19  0.000
N6 -3.38 -0.78 0.21  0.000
N7 -4.07 -1.08 -3.38  0.000
C10 -4.17 -0.28 -4.46  0.000
C11 -5.14 -0.79 -5.29  0.000
C12 -5.58 -1.94 -4.62  0.000
N8 -4.93 -2.10 -3.48  0.000
H1 -3.06 3.63 -1.37  0.000
H2 -0.53 2.83 -2.09  0.000
H3 -4.50 1.32 -1.50  0.000
H4 -2.15 -2.11 -4.73  0.000
H5 0.22 -3.44 -4.59  0.000
H6 0.93 -3.20 -1.97  0.000
H7 -4.35 -3.34 -1.46  0.000
H8 -4.81 -3.54 1.23  0.000
H9 -3.84 -1.18 2.20  0.000
H10 -3.54 0.59 -4.56  0.000
H11 -5.47 -0.40 -6.23  0.000
H12 -6.34 -2.63 -4.92  0.000
N9 3.27 -2.72 1.50  0.001
C13 2.01 -3.12 2.11  0.000
C14 1.07 -3.65 1.03  0.000
N10 -0.31 -3.62 1.47  0.000
H13 3.78 -3.53 1.16  0.000
H14 3.85 -2.23 2.16  0.000
H15 1.55 -2.24 2.55  0.000
H16 2.13 -3.88 2.91  0.000
H17 1.41 -4.66 0.71  0.000
H18 1.16 -2.98 0.18  0.000
H19 -0.46 -4.32 2.20  0.000
H20 -0.93 -3.83 0.70  0.000
S1 1.00 3.82 0.80  0.001
C15 -0.23 3.43 1.84  0.000
N11 -1.39 2.90 1.35  0.000
C16 -2.47 2.63 2.10  0.000
C17 -2.47 2.93 3.43  0.000
C18 -1.28 3.42 4.02  0.000
C19 -0.18 3.65 3.24  0.000
H21 -1.42 2.70 0.35  0.000
H22 -3.31 2.17 1.60  0.000
H23 -3.34 2.74 4.03  0.000
H24 -1.25 3.58 5.08  0.000
H25 0.75 3.99 3.66  0.000
F1 -0.85 0.17 8.64  0.000
C20 -0.67 0.22 7.30  0.000
C21 -1.76 0.22 6.44  0.000
F2 -3.01 0.17 6.96  0.000
C22 -1.58 0.26 5.07  0.000
F3 -2.69 0.21 4.28  0.000
C23 -0.31 0.32 4.43  0.000
O1 -0.16 0.38 3.19  0.000
C24 0.77 0.32 5.37  0.000
F4 2.04 0.36 4.88  0.000
C25 0.60 0.27 6.74  0.000
F5 1.68 0.24 7.55  0.000
C26 3.09 2.96 -3.62  0.019
Si1 3.27 1.10 -3.17  0.055
C27 4.72 0.46 -4.26  0.008
C28 1.73 0.14 -3.72  0.000
N12 3.39 0.88 -1.49  0.417
C29 4.27 1.13 -0.54  0.040
C30 5.56 1.68 -0.78  0.138
C31 6.42 1.94 0.26  -0.005
C32 6.05 1.66 1.57  0.177
C33 4.80 1.10 1.83  -0.010
C34 3.92 0.84 0.81  0.145
H26 2.69 3.08 -4.62  0.002
H27 4.05 3.47 -3.59  0.001
H28 2.43 3.46 -2.93  0.000
H29 4.46 0.52 -5.31  0.001
H30 4.92 -0.59 -4.04  0.000
H31 5.65 1.01 -4.12  0.000
H32 1.51 0.32 -4.77  0.000
H33 0.85 0.42 -3.14  0.000
H34 1.87 -0.93 -3.60  0.000
H35 5.84 1.90 -1.80  0.007
H36 7.39 2.38 0.06  -0.004
H37 6.73 1.87 2.38  0.011
H38 4.51 0.89 2.85  -0.004
H39 2.95 0.41 1.00  0.005

Results
Largest force on an atom, eV Å⁻¹: 2.01
HOMO energy (alpha / beta), eV: -5.13 / -5.13
Total charge: -1
Relative energy (zero: lowest compared OMol25 entry of this formula, charge and spin), kcal/mol: 29.3
2S+1: 2
Total energy, eV: -89349.276

---

Q: Look up the total energy of the third one.
A: -6754.224 eV